# 1
The following is a DFT calculation (the ωB97M-V functional and the def2-TZVPD basis) of a structure of composition C54H44BrCl2N5O5P2SSc.

Geometry as ORCA input:
```
! RIJCOSX wB97M-V def2-TZVPD def2/J DEFGRID3
* xyz -1 1
Sc -0.57 0.34 1.17
N 1.04 2.09 5.05
C 0.38 1.31 4.12
S 1.36 0.67 2.82
N -0.88 1.13 4.32
N -1.52 0.41 3.31
C -2.66 -0.04 3.67
C -3.54 -0.85 2.86
C -4.76 -1.26 3.42
C -5.63 -2.08 2.73
C -5.28 -2.51 1.45
C -4.08 -2.12 0.88
C -3.18 -1.29 1.57
O -2.04 -0.96 1.02
H 2.03 1.95 5.11
H 0.55 2.23 5.92
H -2.99 0.19 4.68
H -5.01 -0.91 4.42
H -6.57 -2.38 3.17
H -5.95 -3.15 0.89
H -3.80 -2.45 -0.11
C 2.86 -4.04 0.68
N 1.96 -2.92 0.45
P 2.38 -1.28 0.08
C 4.19 -1.29 0.48
C 5.16 -1.81 -0.37
C 6.50 -1.80 -0.02
C 6.89 -1.26 1.20
C 5.94 -0.73 2.06
C 4.59 -0.75 1.70
C 2.47 -1.27 -1.75
C 2.35 -2.41 -2.52
C 2.36 -2.33 -3.91
C 2.48 -1.09 -4.53
C 2.60 0.06 -3.76
C 2.58 -0.03 -2.38
P 0.25 -2.98 0.45
C -0.15 -4.49 -0.51
C -0.12 -5.79 0.00
C -0.41 -6.87 -0.82
C -0.74 -6.66 -2.15
C -0.78 -5.37 -2.67
C -0.49 -4.29 -1.85
C -0.16 -3.45 2.18
C 0.72 -3.13 3.21
C 0.31 -3.24 4.54
C -0.98 -3.65 4.84
C -1.86 -3.96 3.81
C -1.45 -3.87 2.49
H 3.29 -4.42 -0.26
H 2.31 -4.85 1.16
H 3.69 -3.74 1.33
H 4.86 -2.22 -1.33
H 7.24 -2.20 -0.69
H 7.94 -1.25 1.48
H 6.24 -0.30 3.01
H 3.85 -0.33 2.37
H 2.22 -3.38 -2.04
H 2.25 -3.22 -4.51
H 2.46 -1.02 -5.61
H 2.67 1.03 -4.23
H 2.64 0.86 -1.77
H 0.12 -5.95 1.04
H -0.39 -7.88 -0.42
H -0.98 -7.51 -2.79
H -1.05 -5.21 -3.70
H -0.53 -3.28 -2.23
H 1.72 -2.77 2.98
H 1.00 -2.97 5.33
H -1.30 -3.70 5.87
H -2.88 -4.26 4.04
H -2.15 -4.08 1.69
Br -2.50 8.91 0.19
C -2.44 7.03 0.48
C -1.21 6.42 0.70
C -1.17 5.05 0.89
C -2.35 4.30 0.86
C -3.56 4.93 0.66
C -3.62 6.31 0.46
C -2.31 2.80 1.03
O -3.34 2.16 1.11
O -1.12 2.30 1.05
H -0.30 7.01 0.71
H -0.23 4.54 1.04
H -4.46 4.33 0.64
H -4.56 6.81 0.29
Cl 0.37 3.41 -5.11
C 1.51 3.76 -3.86
C 2.69 4.39 -4.19
C 3.67 4.59 -3.24
C 3.46 4.14 -1.94
C 2.26 3.54 -1.61
Cl 2.04 2.99 0.02
C 1.24 3.33 -2.55
N 0.08 2.67 -2.19
C -1.22 3.15 -2.41
C -1.42 4.50 -2.70
C -2.68 5.01 -2.93
C -3.78 4.17 -2.83
C -3.59 2.84 -2.50
C -2.32 2.29 -2.30
C -2.30 0.80 -1.99
C -0.99 0.04 -1.90
O -0.67 -0.74 -2.78
O -0.26 0.26 -0.83
H 2.85 4.70 -5.22
H 4.60 5.07 -3.50
H 4.22 4.27 -1.18
H 0.17 2.02 -1.42
H -0.56 5.15 -2.75
H -2.81 6.06 -3.16
H -4.79 4.55 -2.98
H -4.45 2.19 -2.39
H -2.90 0.30 -2.75
H -2.82 0.67 -1.02
*
```

Results
ΔE to the lowest compared entry with this formula, charge and spin   0.00 kcal/mol
E_HOMO   -0.1937 Ha
Kohn-Sham gap   7.557 eV


# 2
The following is a DFT calculation (the ωB97M-V functional and the def2-TZVPD basis) of a structure of composition C54H44F7N6OP2RuSe2 in a non-equilibrium geometry.

Geometry as ORCA input:
```
! RIJCOSX wB97M-V def2-TZVPD def2/J DEFGRID3
* xyz 0 6
Ru -1.31 -1.72 -0.99
C 4.33 0.34 -0.20
C 3.61 -0.43 -1.24
C 3.55 0.22 -2.51
C 2.60 -0.14 -3.45
C 1.77 -1.25 -3.14
C 2.04 -1.94 -1.97
N 2.96 -1.56 -1.05
C 1.31 -3.23 -1.75
C 2.00 -4.42 -1.65
C 1.37 -5.66 -1.75
C 0.03 -5.69 -2.05
C -0.67 -4.47 -2.03
N -0.04 -3.25 -1.89
C -2.14 -4.29 -2.10
C -2.99 -5.29 -2.61
C -4.36 -5.14 -2.40
C -4.90 -4.01 -1.81
C -4.05 -2.98 -1.41
C -4.62 -1.71 -0.82
N -2.70 -3.14 -1.58
H 5.40 0.48 -0.47
H 4.17 -0.13 0.75
H 3.90 1.34 -0.06
H 4.18 1.13 -2.59
H 2.56 0.50 -4.38
H 0.94 -1.56 -3.73
H 3.10 -4.32 -1.64
H 1.95 -6.58 -1.60
H -0.46 -6.62 -2.41
H -2.57 -6.21 -3.12
H -4.98 -5.92 -2.85
H -5.97 -3.90 -1.68
H -5.65 -1.83 -0.52
H -4.48 -0.85 -1.48
H -4.03 -1.42 0.05
Se -2.38 4.65 0.03
P -0.77 3.78 1.13
C -1.13 3.75 2.92
C -1.72 2.64 3.53
C -2.06 2.69 4.89
C -1.80 3.83 5.68
C -1.31 4.93 5.03
C -0.96 4.89 3.69
C 0.65 4.94 1.13
C 0.56 6.21 0.51
C 1.58 7.13 0.69
C 2.71 6.84 1.46
C 2.79 5.58 2.04
C 1.81 4.63 1.93
C -0.37 2.16 0.53
C -1.06 1.30 -0.42
N -0.67 0.05 -0.16
N 0.38 0.05 0.74
N 0.58 1.27 1.12
P -2.05 1.81 -1.89
Se -1.89 -0.37 -2.73
C -3.79 1.99 -2.23
C -4.75 1.96 -1.23
C -6.13 2.08 -1.60
C -6.50 1.86 -2.93
C -5.55 1.64 -3.91
C -4.22 1.81 -3.56
C -1.11 2.98 -3.00
C 0.19 2.46 -3.25
C 0.96 3.02 -4.30
C 0.44 4.14 -4.91
C -0.75 4.76 -4.59
C -1.59 4.10 -3.67
H -1.80 1.71 2.93
H -2.53 1.80 5.32
H -1.98 3.93 6.75
H -1.18 5.89 5.61
H -0.49 5.73 3.20
H -0.38 6.43 -0.01
H 1.47 8.11 0.25
H 3.40 7.64 1.74
H 3.59 5.30 2.75
H 1.91 3.64 2.35
H -4.55 1.75 -0.20
H -6.88 2.25 -0.84
H -7.54 1.75 -3.19
H -5.78 1.32 -4.92
H -3.49 1.75 -4.39
H 0.55 1.63 -2.67
H 2.01 2.62 -4.48
H 0.93 4.50 -5.80
H -1.05 5.72 -5.03
H -2.63 4.39 -3.50
F 9.41 -3.19 3.49
C 8.11 -2.91 3.27
C 7.73 -1.53 3.30
C 6.45 -1.24 2.94
C 5.46 -2.24 2.85
C 4.11 -1.89 2.79
C 5.90 -3.58 2.84
C 7.21 -3.95 3.15
H 8.51 -0.70 3.46
H 6.17 -0.21 2.73
H 3.32 -2.62 2.66
H 3.77 -0.88 2.85
H 5.12 -4.36 2.79
H 7.58 -4.96 3.06
C -2.22 -4.81 1.82
C -1.31 -3.53 1.89
O -1.26 -2.66 0.82
C 0.11 -4.05 2.27
F 0.93 -2.98 2.67
F 0.75 -4.62 1.23
F 0.09 -5.00 3.25
C -1.89 -2.79 3.21
F -1.94 -3.66 4.26
F -1.15 -1.71 3.60
F -3.17 -2.31 2.99
H -1.78 -5.48 1.05
H -3.21 -4.54 1.57
H -2.30 -5.34 2.77
*
```

Results
ΔE to the lowest compared entry with this formula, charge and spin   23.18 kcal/mol
E_HOMO (alpha / beta)   -0.1731 / -0.3003 Ha
Kohn-Sham gap (alpha / beta)   4.001 / 6.323 eV
Expectation value of S²   8.830


# 3
The following is a DFT calculation (the ωB97M-V functional and the def2-TZVPD basis) of a structure of composition C54H44N3OP3PtS2 in a non-equilibrium geometry.

Geometry as ORCA input:
```
! RIJCOSX wB97M-V def2-TZVPD def2/J DEFGRID3
* xyz 0 1
Pt -0.58 -1.09 -0.18
S -2.88 -2.64 -0.13
P -3.55 -0.76 -0.15
C -2.10 0.22 -0.31
P -1.79 1.59 0.74
S 0.13 1.98 0.78
C -2.25 1.39 2.50
C -1.61 0.34 3.17
C -1.72 0.23 4.54
C -2.46 1.17 5.26
C -3.11 2.19 4.59
C -3.01 2.31 3.21
C -2.70 3.05 0.12
C -2.34 4.32 0.56
C -2.92 5.44 0.00
C -3.84 5.31 -1.04
C -4.19 4.04 -1.49
C -3.61 2.92 -0.92
C -4.64 -0.58 -1.61
C -4.00 -0.35 -2.82
C -4.73 -0.34 -4.00
C -6.10 -0.56 -3.97
C -6.73 -0.80 -2.76
C -6.01 -0.82 -1.58
C -4.64 -0.38 1.25
C -4.53 -1.12 2.42
C -5.30 -0.78 3.53
C -6.17 0.29 3.46
C -6.30 1.02 2.29
C -5.53 0.70 1.19
H -1.02 -0.36 2.59
H -1.22 -0.57 5.07
H -2.52 1.09 6.34
H -3.69 2.91 5.15
H -3.51 3.12 2.69
H -1.59 4.41 1.34
H -2.64 6.43 0.35
H -4.28 6.19 -1.49
H -4.90 3.94 -2.31
H -3.86 1.93 -1.30
H -2.93 -0.19 -2.82
H -4.23 -0.16 -4.95
H -6.67 -0.54 -4.89
H -7.80 -0.99 -2.74
H -6.50 -1.02 -0.63
H -3.85 -1.96 2.45
H -5.21 -1.36 4.44
H -6.76 0.56 4.33
H -7.00 1.84 2.24
H -5.62 1.27 0.27
C 0.97 -4.91 -1.20
C 0.38 -3.67 -1.06
N 0.54 -2.91 0.04
C 1.33 -3.36 1.01
C 1.96 -4.61 0.96
C 1.74 -5.40 -0.16
C 2.71 -5.14 2.11
C 3.72 -4.59 2.78
C 4.47 -3.37 2.44
C 5.17 -2.69 3.45
C 5.89 -1.58 3.07
N 5.97 -1.18 1.81
C 5.29 -1.90 0.93
N 4.54 -2.96 1.17
H 0.80 -5.49 -2.09
H -0.26 -3.27 -1.84
H 1.46 -2.71 1.86
H 2.19 -6.38 -0.22
H 2.35 -6.11 2.46
H 4.09 -5.11 3.66
H 5.14 -3.04 4.47
H 6.44 -0.99 3.79
H 5.37 -1.60 -0.11
O 2.05 -0.74 -0.31
P 2.87 0.19 -1.14
C 3.80 -0.74 -2.40
C 3.68 -2.12 -2.38
C 4.36 -2.89 -3.32
C 5.17 -2.27 -4.26
C 5.28 -0.88 -4.29
C 4.58 -0.11 -3.37
C 4.05 1.11 -0.12
C 5.38 1.33 -0.48
C 6.22 2.00 0.39
C 5.75 2.46 1.61
C 4.43 2.23 1.97
C 3.58 1.55 1.11
C 1.95 1.36 -2.17
C 0.83 0.87 -2.85
C 0.09 1.72 -3.64
C 0.45 3.06 -3.76
C 1.57 3.54 -3.10
C 2.33 2.69 -2.32
H 3.06 -2.59 -1.62
H 4.27 -3.97 -3.31
H 5.72 -2.86 -4.98
H 5.90 -0.40 -5.03
H 4.63 0.97 -3.41
H 5.77 0.96 -1.42
H 7.26 2.17 0.12
H 6.41 3.00 2.28
H 4.06 2.57 2.93
H 2.56 1.35 1.39
H 0.56 -0.17 -2.74
H -0.79 1.36 -4.17
H -0.14 3.73 -4.38
H 1.85 4.58 -3.19
H 3.19 3.06 -1.78
*
```

Results
ΔE to the lowest compared entry with this formula, charge and spin   40.13 kcal/mol
E_HOMO (alpha / beta)   -0.2394 / -0.2392 Ha
Kohn-Sham gap (alpha / beta)   6.074 / 6.024 eV